ORCA calculation (ωB97M-V/def2-TZVPD) on a structure of composition C40H116As4F24N9O9.

Output
- E_HOMO (hartree) = -0.628
- charge = +5
- F_max (eV/A) = 3.299
- Kohn-Sham gap (eV) = 7.53
- LUMO energy (eV) = -9.6
- E_tot (Eh) = -14102.14881

Geometry as XYZ:
```
202
Properties=species:S:1:pos:R:3:forces:R:3
C 1.14671 -1.31385 1.43490 -0.42 0.99 0.56
C -0.14080 -0.86729 0.75617 -1.31 -0.49 -0.10
N -0.06119 -0.10960 -0.57128 1.70 0.93 0.56
C -1.44774 0.30842 -0.94228 0.11 -0.29 -0.50
C 0.76131 1.12413 -0.19853 0.85 0.16 0.24
C 1.02055 2.19142 -1.25896 -0.83 1.36 0.33
C 0.71661 -0.80704 -1.68237 0.01 -1.04 -0.08
C -0.16864 -1.83076 -2.43416 0.04 0.91 -0.66
O -0.80387 -2.75899 -1.58704 -0.20 0.77 0.55
C -2.00814 -3.23713 -2.14811 -1.15 -0.55 -0.10
H 1.64920 -0.47217 1.92380 0.22 0.24 -0.64
H 1.82736 -1.85021 0.78002 -0.02 -0.30 0.26
H 0.87340 -1.81773 2.36651 -0.19 -0.83 -0.49
H -0.73431 -0.21143 1.39750 0.45 0.28 0.15
H -0.87227 -1.65391 0.56900 0.55 -0.49 -0.13
H -2.02372 -0.56303 -1.24461 -0.04 0.01 0.30
H -1.38814 0.97342 -1.80264 -0.04 0.10 0.09
H -1.89745 0.77958 -0.07036 -0.03 0.11 -0.09
H 1.72209 0.75313 0.16289 0.06 -0.29 -0.42
H 0.35153 1.49746 0.74657 -0.51 0.40 -0.53
H 1.44260 3.09071 -0.79539 0.39 -0.44 0.53
H 0.11108 2.68100 -1.61902 -0.23 -0.64 -0.36
H 1.68597 2.01091 -2.10046 -0.17 -0.64 0.03
H 1.66452 -1.18265 -1.29069 -0.42 -0.40 0.60
H 1.10568 -0.04957 -2.36233 -0.77 0.07 -0.32
H 0.25210 -2.38869 -3.27774 0.95 0.37 0.22
H -0.84207 -1.14196 -2.96291 -0.69 -0.45 0.17
H -2.60293 -2.46794 -2.65207 0.57 0.18 -0.33
H -2.74820 -3.54619 -1.40513 0.66 -0.18 0.48
H -1.81821 -4.09376 -2.79979 0.00 0.17 -0.25
C 0.64972 -5.85765 -0.25451 -0.39 0.17 -0.23
C 1.06472 -7.09363 -1.04953 0.09 0.19 0.38
C 2.24487 -6.83040 -1.97476 0.13 -0.90 -0.51
O 2.67530 -8.07369 -2.52032 -0.23 0.85 0.47
C 3.52333 -7.85723 -3.64576 -0.15 -0.18 -0.90
N 1.51904 -8.21302 -0.13366 -0.37 -0.57 1.40
H 2.07663 -7.84648 0.64297 0.80 0.13 -0.64
H 0.83995 -8.71826 0.45192 -0.81 0.21 -0.84
H 2.00872 -8.94749 -0.66018 0.40 0.30 -0.16
H 1.46527 -5.46636 0.35627 0.04 -0.01 -0.04
H -0.24742 -5.95088 0.36075 0.17 -0.62 0.17
H 0.31991 -5.07435 -0.94190 0.43 0.03 -0.20
H 0.24278 -7.47765 -1.65015 -0.01 -0.18 0.10
H 3.12705 -6.39364 -1.49741 -0.29 0.51 0.28
H 1.85722 -6.19893 -2.77786 0.21 0.29 0.04
H 3.05300 -7.15967 -4.34677 -0.30 -0.27 -0.07
H 3.62287 -8.83574 -4.10661 0.22 0.13 -0.13
H 4.50428 -7.40555 -3.47010 0.00 -0.32 0.76
C -0.57841 8.29005 1.13678 0.15 1.12 -0.44
C -0.94035 6.86587 0.80595 -0.64 -0.37 0.73
C 0.26158 5.94155 0.71059 0.61 -0.11 -0.84
O 0.97654 5.81372 1.91588 -0.71 0.43 0.30
C 2.20735 5.15613 1.75422 0.14 -0.70 -0.60
N -1.95162 6.34536 1.84533 0.34 -0.20 -0.31
H -1.67402 6.70171 2.76052 -0.46 -0.06 0.20
H -2.88142 6.63431 1.54590 -0.04 0.50 0.63
H -2.03165 5.32062 1.91539 0.51 0.15 -0.10
H 0.01998 8.40667 2.03920 0.02 -0.22 0.00
H -1.39518 9.01620 1.17133 -0.45 -0.52 0.36
H -0.02366 8.72691 0.30186 0.40 -0.39 0.07
H -1.56035 6.83099 -0.08925 0.59 -0.10 -0.42
H 0.89729 6.36431 -0.07705 0.12 0.32 0.05
H 0.00060 4.96169 0.30109 -0.36 -0.21 0.32
H 2.07697 4.32516 1.04848 0.07 0.01 -0.15
H 2.55029 4.67633 2.66917 -0.31 0.45 0.33
H 2.98955 5.81453 1.37011 -0.06 0.15 0.02
C -5.03315 0.07955 4.17154 0.60 0.11 -0.41
C -4.08214 -1.12205 4.24543 -0.11 0.95 -0.10
C -3.58504 -1.53062 2.85983 0.32 -1.21 0.02
O -2.66744 -2.61906 3.01451 0.65 0.04 0.84
C -2.53570 -3.54666 1.97838 -0.37 -0.64 -1.08
N -2.90282 -0.64598 5.10045 -0.90 -0.51 -1.31
H -3.19921 -0.29544 6.01006 0.00 -0.47 0.20
H -2.27877 -1.45567 5.17858 0.44 0.50 0.46
H -2.49847 0.16994 4.63555 0.49 -0.13 -0.02
H -6.03896 -0.18252 3.85815 -0.03 -0.01 0.17
H -4.61461 0.78613 3.44908 -0.18 -0.13 -0.24
H -5.01241 0.66377 5.09185 -0.48 -0.37 0.26
H -4.48708 -2.01896 4.70876 -0.07 0.17 0.32
H -3.05415 -0.73210 2.34164 -0.42 0.24 -0.09
H -4.41657 -1.93824 2.28295 -0.32 0.68 -0.09
H -3.18909 -4.42421 2.03783 -0.32 0.16 0.58
H -1.53099 -3.97294 1.94136 0.25 0.38 0.31
H -2.76278 -3.16091 0.97804 0.13 0.50 0.12
C -4.29369 -0.99763 -7.16756 2.83 0.56 0.97
C -4.25429 -0.45397 -5.71211 -1.90 -0.81 -0.11
C -5.42231 0.49464 -5.40059 -0.60 -0.84 1.84
O -6.68157 -0.17721 -5.34689 0.42 -0.19 -1.01
C -7.69485 0.33858 -6.18337 -0.47 0.74 -1.07
N -4.41725 -1.64001 -4.77270 -1.77 -0.68 0.20
H -5.39673 -1.95414 -4.66368 -0.42 1.02 -0.16
H -4.07426 -2.54550 -5.09610 1.26 0.47 0.09
H -4.17675 -1.33534 -3.82421 0.37 -0.45 0.19
H -4.55201 -2.04919 -7.26750 -0.93 0.24 0.02
H -3.21870 -1.03714 -7.38411 -0.08 0.06 -0.55
H -4.69751 -0.28903 -7.88063 -0.51 -0.28 0.03
H -3.35966 -0.00657 -5.27371 0.31 0.19 -1.14
H -5.38459 1.37454 -6.04046 -0.12 -0.08 -0.16
H -5.38404 0.75244 -4.33525 0.85 0.75 -0.10
H -7.52139 1.39155 -6.43621 0.07 0.07 0.39
H -8.67446 0.28218 -5.71450 0.18 -0.23 0.29
H -7.76574 -0.12797 -7.17114 0.20 -0.49 0.21
C 5.39298 0.61141 -5.62130 0.06 -0.20 0.30
C 5.24120 2.12450 -5.50920 0.38 -0.81 -0.29
C 3.79912 2.56635 -5.33130 0.31 -0.73 0.04
O 3.78555 3.90269 -4.91454 0.04 0.32 -0.11
C 2.58675 4.61207 -5.24965 -0.15 0.59 -0.16
N 6.06736 2.63550 -4.31787 0.06 -0.31 0.73
H 5.54268 3.43132 -3.93422 0.48 0.61 -0.41
H 6.22338 2.02239 -3.51245 -0.72 -0.62 -0.33
H 7.04127 2.81821 -4.56979 -0.28 0.80 -0.39
H 6.44736 0.34287 -5.54205 -0.01 -0.12 -0.17
H 4.99854 0.18649 -6.54327 0.12 0.43 -0.23
H 4.84556 0.07044 -4.84439 0.05 0.26 0.24
H 5.73454 2.59858 -6.35561 -0.24 0.19 -0.07
H 3.37129 1.86421 -4.60203 -0.34 0.32 0.29
H 3.25602 2.35036 -6.25505 0.02 0.34 -0.13
H 1.75770 4.20680 -4.67335 -0.23 -0.10 -0.29
H 2.40084 4.64199 -6.32450 -0.11 -0.78 -0.02
H 2.67507 5.67952 -5.04327 0.53 -0.19 0.61
C 3.23488 -4.56048 4.31848 0.25 0.50 0.32
C 3.33991 -5.20419 5.69953 0.46 -0.31 -1.07
C 4.26722 -4.43913 6.63605 0.53 -0.37 -0.01
O 4.31169 -5.02266 7.90017 -0.61 0.67 0.29
C 5.33039 -5.98644 8.12062 -0.41 -0.38 -0.11
N 1.99273 -5.51533 6.24353 -0.54 0.08 0.96
H 1.45441 -4.65195 6.43872 -0.25 0.05 -0.03
H 1.43118 -6.13117 5.65669 0.12 0.26 -0.38
H 1.98580 -6.00117 7.14884 0.66 0.21 0.12
H 2.94901 -3.50748 4.27591 -0.41 -0.06 0.55
H 2.53502 -5.12105 3.69806 0.33 -0.04 -0.29
H 4.26409 -4.54643 3.95407 -0.19 -0.43 -0.50
H 3.81799 -6.16358 5.49184 -0.16 -0.19 0.38
H 4.04933 -3.37122 6.69505 -0.45 -0.07 0.23
H 5.25301 -4.51606 6.15797 0.02 0.09 -0.08
H 5.11950 -6.40019 9.10411 0.19 -0.03 -0.04
H 6.33148 -5.55151 8.10286 -0.06 0.03 -0.09
H 5.21561 -6.77950 7.37239 0.40 -0.10 0.11
C -3.89077 4.39544 -5.75142 1.10 2.13 0.28
C -4.54382 4.63253 -4.38895 0.21 -1.84 0.69
C -4.00925 3.71441 -3.25260 -0.75 -0.79 -0.86
O -4.73693 4.00481 -2.08455 0.33 0.84 0.35
C -4.16264 3.52313 -0.87029 0.83 -1.85 -0.59
N -4.39903 6.01025 -3.79537 -0.21 0.52 -1.05
H -3.40417 6.22534 -3.73523 0.00 0.13 0.19
H -4.83877 6.75415 -4.34532 0.01 -0.12 -0.17
H -4.84031 6.02840 -2.87048 0.18 -0.35 0.14
H -2.84707 4.73560 -5.76943 0.21 -0.43 0.43
H -4.29063 5.12148 -6.46345 -0.60 -0.57 -0.28
H -3.88024 3.37391 -6.11590 -0.42 -0.04 0.15
H -5.60368 4.41878 -4.51621 -0.17 0.32 0.40
H -2.91921 3.74914 -3.12882 0.07 0.54 0.12
H -4.19918 2.68411 -3.57047 -0.07 -0.08 -0.03
H -4.44918 4.09776 0.00303 -0.05 0.23 -0.20
H -3.08066 3.36253 -0.98862 0.26 1.14 0.15
H -4.38027 2.46158 -0.70774 -1.02 0.18 0.11
C 4.17264 0.69622 4.65759 -0.34 -0.78 0.68
C 5.44334 1.51646 4.83993 -0.07 0.26 -0.46
C 6.15194 1.44628 6.19233 0.52 -0.87 -0.30
O 7.37217 2.15123 6.21238 -0.18 0.59 -0.72
C 7.96684 2.03865 7.50251 -0.08 -0.53 1.32
N 6.47042 1.04485 3.78217 1.09 0.83 -0.12
H 7.04332 1.86745 3.56600 0.25 -0.10 0.23
H 7.13552 0.35111 4.13631 -0.17 -0.01 0.32
H 6.17113 0.71208 2.86691 -0.76 -0.08 0.24
H 3.38205 0.84941 5.39555 0.33 0.59 0.23
H 4.36349 -0.37213 4.79955 0.29 -0.02 -0.20
H 3.65537 0.81915 3.70466 0.42 0.25 -0.18
H 5.29367 2.56965 4.60206 -0.14 -0.01 -0.12
H 6.45377 0.39992 6.32940 -0.65 -0.32 0.50
H 5.45434 1.78468 6.95953 -0.02 -0.11 0.14
H 8.23053 1.00338 7.74499 -0.24 -0.16 -0.26
H 7.25498 2.37186 8.26148 -0.03 0.05 -0.01
H 8.89039 2.58184 7.68914 -0.14 0.47 -0.97
As -5.48972 -0.84254 -1.09528 -2.55 0.29 -0.33
F -5.92592 -2.17594 -2.13959 0.70 0.30 -0.34
F -4.24840 -1.85483 -0.42843 0.21 0.05 0.35
F -5.12540 0.40494 0.06791 0.65 -0.10 -0.71
F -6.59613 0.18574 -1.98396 0.90 -0.22 0.44
F -6.77572 -1.33462 -0.04269 0.86 -0.10 -0.09
F -4.22245 -0.28887 -2.29256 -0.11 -0.17 0.51
As 0.23946 -2.02486 6.53958 -1.35 1.47 1.43
F 0.26886 -2.77804 4.94636 0.50 -0.04 0.40
F -1.50020 -2.34709 6.59516 0.44 -0.11 -0.44
F 0.02244 -1.26462 8.10212 0.81 -0.62 -1.08
F 1.97973 -1.72503 6.49233 -0.89 -0.50 -0.11
F -0.08698 -0.48968 5.77378 0.27 -0.35 -0.17
F 0.43867 -3.59311 7.29897 0.62 0.04 -0.33
As -0.58200 1.14151 -6.33946 0.83 -1.02 -3.02
F -2.09074 1.61169 -7.10474 0.37 0.03 0.75
F -1.28629 1.28192 -4.74904 -0.15 -0.30 0.24
F 0.94457 0.58937 -5.67540 -0.20 0.07 0.78
F 0.20687 1.04432 -7.91307 -0.67 0.11 0.83
F -0.04124 2.77568 -6.22384 -0.16 0.38 0.40
F -1.07217 -0.55176 -6.52557 0.00 0.78 0.77
As -1.83746 2.87631 2.99236 -0.65 -1.17 1.18
F -1.50671 3.44021 1.34482 0.09 0.21 0.41
F -0.30613 1.97479 3.01307 -0.59 0.76 -0.38
F -2.13898 2.28048 4.61037 -0.10 -0.14 -0.73
F -3.41119 3.66612 2.95976 0.95 -0.06 -0.29
F -2.59443 1.46654 2.27239 0.35 0.18 0.14
F -1.14748 4.29762 3.69021 0.20 -0.07 -0.61
```
Forces are in eV/Å.